Entry 1:
24
Properties=species:S:1:pos:R:3 method="wB97M-V/def2-TZVPD" e_above_lowest_kcal_mol=31.1 homo_ha="-0.2692 / -0.2692" max_force_ha_per_bohr=0.08898
C 0.62222 -1.91156 0.09338
C 2.23622 -0.12072 0.54644
C 0.91782 -0.13601 -1.60286
C -0.12968 0.44193 0.53870
C 0.88190 -0.37321 -0.12826
C -2.45907 -0.61743 -0.01812
N -1.22728 2.38978 1.10380
N -0.37291 1.73053 0.31840
F -3.14514 -0.01239 1.08113
F -2.74277 -1.95572 -0.08219
Cl -3.06572 0.24323 -1.42473
H 1.51357 -2.60691 -0.26331
H -0.22088 -2.16942 -0.57722
H 0.37495 -2.08554 1.10759
H 2.58477 0.83436 0.83302
H 2.95935 -0.48521 -0.12319
H 2.37618 -0.73912 1.36294
H 1.29192 0.95136 -1.75220
H 1.60831 -0.85536 -2.14898
H -0.04023 -0.31270 -2.08346
H -0.40947 0.18190 1.56797
H -1.13018 3.45417 1.17257
H -2.19374 2.14682 1.12833
H -0.23014 2.00724 -0.64976

***

Entry 2:
17
Properties=species:S:1:pos:R:3 method="wB97M-V/def2-TZVPD" e_above_lowest_kcal_mol=64.9 smiles="O=CCCCO.O" homo_ha=-0.3555 max_force_ha_per_bohr=0.12956
C 0.46644 -1.89772 1.11587
O -0.83863 -1.59025 1.58606
C 0.37600 -1.85675 -0.41676
C 0.36045 -0.46694 -1.11342
C -0.13482 -0.31057 -2.50316
O -0.06961 0.57116 -3.42899
H 1.17489 -1.15599 1.58486
H 0.83315 -2.81897 1.47542
H -1.58100 -2.18782 1.71904
H 1.25432 -2.54527 -0.80065
H -0.46833 -2.35952 -0.78324
H 1.34344 -0.00927 -1.10125
H -0.23274 0.29640 -0.55557
H -0.51805 -1.34709 -3.00365
H -0.53238 5.55635 3.42261
H -0.65863 4.06491 3.26895
O 0.03036 4.73135 3.37771

***

Repeat the second record exactly.
17
Properties=species:S:1:pos:R:3 method="wB97M-V/def2-TZVPD" e_above_lowest_kcal_mol=64.9 smiles="O=CCCCO.O" homo_ha=-0.3555 max_force_ha_per_bohr=0.12956
C 0.46644 -1.89772 1.11587
O -0.83863 -1.59025 1.58606
C 0.37600 -1.85675 -0.41676
C 0.36045 -0.46694 -1.11342
C -0.13482 -0.31057 -2.50316
O -0.06961 0.57116 -3.42899
H 1.17489 -1.15599 1.58486
H 0.83315 -2.81897 1.47542
H -1.58100 -2.18782 1.71904
H 1.25432 -2.54527 -0.80065
H -0.46833 -2.35952 -0.78324
H 1.34344 -0.00927 -1.10125
H -0.23274 0.29640 -0.55557
H -0.51805 -1.34709 -3.00365
H -0.53238 5.55635 3.42261
H -0.65863 4.06491 3.26895
O 0.03036 4.73135 3.37771